[1]
DFT (ωB97M-V/def2-TZVPD) results for 2 unconnected molecules or ions with the total composition C3HClF2 in a non-equilibrium geometry.

Energy relative to the best compared isomer or geometry (same formula, charge and spin), kcal per mole: 65.3
Structure (SMILES): FC1=C=C1Cl.F
E_HOMO, eV: -9.85
Multiplicity: 1
Charge: 0

Each line ends with the natural charge from an NBO analysis.
Atoms and positions in Å:
1 F -0.146 0.012 -1.131  -0.256
2 C 0.204 -0.396 0.072  0.351
3 C 0.241 -0.523 1.502  -0.077
4 C 0.927 -1.421 0.571  -0.146
5 Cl 1.489 -2.997 0.399  0.127
6 F -1.570 2.714 -1.168  -0.564
7 H -1.145 2.611 -0.245  0.565

***

[2]
DFT (ωB97M-V/def2-TZVPD) results for a molecular structure, C3HCsLiO3 in a non-equilibrium geometry.

E_HOMO (alpha / beta), eV: -8.01 / -6.69
Multiplicity: 2
Charge: 0
⟨S²⟩: 0.7589

Each line ends with the Mulliken charge.
Atoms and positions in Å:
1 O -0.732 -0.664 0.522  -0.462
2 C -1.955 -1.008 0.163  0.915
3 O -2.916 -0.490 0.819  -0.862
4 O -2.175 -1.844 -0.762  -0.857
5 Li -4.043 -1.512 -0.379  0.851
6 Cs 1.607 1.868 -0.414  0.929
7 C 2.238 -1.618 0.990  -0.524
8 C 1.506 -2.593 1.268  -0.341
9 H 1.121 -3.589 1.429  0.351

***

[3]
DFT (ωB97M-V/def2-TZVPD) results for a molecular structure, C3HCuO2 in a non-equilibrium geometry.

Energy relative to the best compared isomer or geometry (same formula, charge and spin), kcal per mole: 12.2
E_HOMO, eV: -8.99
Multiplicity: 1
Charge: 0

Each line ends with the natural charge from an NBO analysis.
Atoms and positions in Å:
1 C 0.738 -0.962 0.504  -0.542
2 H 2.629 -0.205 0.893  0.236
3 C 1.542 -0.036 0.687  -0.495
4 O -0.587 1.924 -0.191  -0.460
5 C -1.427 1.114 -0.543  1.048
6 Cu -1.001 -1.958 -0.416  0.798
7 O -1.894 0.124 -0.934  -0.585

***

[4]
DFT (ωB97M-V/def2-TZVPD) results for a molecular structure, C3HDyO3 in a non-equilibrium geometry.

Energy relative to the best compared isomer or geometry (same formula, charge and spin), kcal per mole: 66.1
E_HOMO (alpha / beta), eV: -18.42 / -17.86
Multiplicity: 6
Charge: +2
⟨S²⟩: 9.7747

Each line ends with the Mulliken charge.
Atoms and positions in Å:
1 C 0.862 -1.176 -0.523  0.292
2 C 1.641 -0.681 0.294  0.014
3 O -0.228 -1.242 -1.310  -0.363
4 H -0.007 -1.326 -2.249  0.369
5 O 1.104 1.057 1.830  -0.197
6 C -0.031 1.467 1.694  0.834
7 O -0.861 1.546 0.832  -0.453
8 Dy -2.480 0.357 -0.569  1.505